A molecular structure, C11H22CoK2N2O8, computed with the ωB97M-V functional and the def2-TZVPD basis.

Output
* total energy: -101390.4916 eV
* HOMO (alpha / beta): -14.029 / -14.029 eV
* total charge: +2
* F_max: 0.039 Eh/bohr
* 2S+1: 4
* Kohn-Sham gap (alpha / beta): 7.951 / 6.788 eV

```
46
Properties=species:S:1:pos:R:3:lowdin_charge:R:1
C -10.7654 -5.3370 -10.9040 -0.23
O -18.0837 -5.0400 -13.1852 -0.10
H -21.1974 -2.2309 -12.4813 0.10
O -10.6262 -4.7672 -17.7021 -0.05
H -12.4441 -4.0606 -10.6068 0.08
O -14.3531 -5.7298 -14.4407 -0.22
C -8.7225 -2.8409 -18.0988 -0.01
H -7.9146 -2.4131 -17.5055 0.10
C -10.2538 -1.2871 -16.8928 -0.04
K -12.0341 -6.4911 -15.7308 0.95
C -14.2012 -4.4333 -14.3006 -0.90
H -11.2923 -6.1220 -11.4515 0.12
C -10.8133 -3.6519 -17.2260 -0.35
H -8.5530 -3.9000 -18.2478 0.09
H -7.3641 -5.4056 -7.7378 0.10
H -10.8769 -3.1756 -10.6502 0.09
C -11.4594 -3.9906 -11.0754 -0.06
O -13.1210 -3.8786 -14.5304 -0.07
K -13.9285 -1.3104 -13.3378 0.94
O -9.8296 -6.8575 -7.9304 0.18
H -8.7644 -2.3624 -19.0781 0.10
N -9.9667 -2.6207 -17.3598 -0.18
O -8.6174 -5.6380 -9.3831 -0.02
H -11.0490 -1.3386 -16.1393 0.07
H -9.7849 -5.2112 -11.3596 0.12
H -11.6230 -3.7539 -12.1319 0.05
H -11.7053 -3.3751 -16.6377 0.12
H -18.3089 -1.4913 -12.7235 0.10
H -7.3167 -7.0187 -8.4676 0.10
H -6.5723 -5.6282 -9.2621 0.10
H -9.3785 -0.8362 -16.4377 0.10
O -15.2693 -3.8888 -13.7842 -0.17
C -20.6700 -2.9839 -11.8875 0.00
H -10.7402 -0.7019 -17.6760 0.10
H -21.3620 -3.8155 -11.8558 0.10
Co -16.2109 -5.7411 -13.7451 1.13
C -18.9951 -4.5669 -12.4694 -0.24
O -10.8303 -5.6530 -9.5230 0.03
H -20.4185 -2.4295 -10.9838 0.11
H -17.8970 -2.7823 -13.8992 0.08
C -18.6911 -2.3194 -13.3209 -0.01
H -19.3724 -1.8797 -14.0541 0.11
C -7.4273 -5.9576 -8.6762 -0.03
C -9.7466 -6.1559 -8.8846 -0.58
H -19.5217 -5.1605 -11.7208 0.16
N -19.4030 -3.3148 -12.5601 -0.15
```



C11H22N2O3 in the gas phase, computed with the ωB97M-V functional and the def2-TZVPD basis.

Output
* total energy: -20887.4707 eV
* HOMO: -9.500 eV
* total charge: 0
* F_max: 0.032 Eh/bohr
* SMILES: CC(C)C[C@H](NC(=O)[C@@H](N)C(C)C)C(=O)O
* 2S+1: 1
* Kohn-Sham gap: 10.209 eV
* energy above the lowest of the compared OMol25 structures with the same formula, charge and spin: 24.9 kcal per mole

```
38
Properties=species:S:1:pos:R:3:lowdin_charge:R:1
H 0.8348 -0.2062 4.1744 0.07
H 2.2641 1.0000 -0.6855 0.10
H -3.2177 0.8788 2.7191 0.08
H -0.0374 1.9105 0.2380 0.15
C -0.2430 -0.9260 2.4446 -0.43
C -1.8494 1.8874 1.9100 -0.49
N 1.7068 1.6398 -1.2801 0.02
C 0.7002 0.8513 -2.0003 -0.28
H 2.3424 2.1499 -1.9319 0.09
H -0.8141 -2.6884 3.6344 0.09
H -1.7378 -1.4633 0.9416 0.11
H -0.2368 1.0655 3.4956 0.06
H -0.9830 -0.3269 4.4176 0.11
H 0.1473 1.5825 -2.5901 0.15
H 2.5200 0.9519 -4.2014 0.08
H 3.2668 0.5058 -2.7050 0.06
H 3.0818 -0.7299 -4.1021 0.10
C -1.6439 0.6762 0.9672 -0.21
H -0.6073 -1.0751 -3.6361 0.06
O -2.8569 1.7531 2.8059 0.12
C -1.5335 -0.6971 1.6799 -0.14
H 0.5648 -0.7429 1.7079 0.14
O -1.2061 -0.5863 -1.3465 0.04
C 0.3137 -0.6782 -4.0139 -0.09
H 0.0959 0.1695 -4.6836 0.09
C 1.2565 -0.3264 -2.8743 -0.37
H 1.3827 -1.2578 -2.2288 0.16
H -2.4276 -0.7622 2.3269 0.12
H -2.5786 0.6235 0.3147 0.18
C 2.5878 0.1105 -3.4984 -0.11
O -1.2118 2.8849 1.8520 0.14
H -0.3073 -3.0751 1.9799 0.09
N -0.5387 1.0070 0.1047 0.10
H 0.9141 -2.5873 3.2395 0.08
C -0.4159 0.3257 -1.0510 -0.41
C -0.1315 -0.0068 3.7140 -0.04
C -0.0900 -2.3826 2.8348 -0.10
H 0.6887 -1.4554 -4.6736 0.07
```



C11H22N2O3S in the gas phase, computed with the ωB97M-V functional and the def2-TZVPD basis.

Output
* total energy: -31716.2727 eV
* HOMO: -8.721 eV
* total charge: 0
* F_max: 0.098 Eh/bohr
* SMILES: CSCC[C@H](N)C(=O)N[C@@H](CC(C)C)C(=O)O
* 2S+1: 1
* Kohn-Sham gap: 9.072 eV
* energy above the lowest of the compared OMol25 structures with the same formula, charge and spin: 163.5 kcal per mole

```
39
Properties=species:S:1:pos:R:3:lowdin_charge:R:1
C 4.5086 1.3702 -0.8489 -0.16
S -2.5259 -3.6698 -2.0722 0.67
H -3.0219 -3.3495 -4.4866 0.06
H 4.0536 3.9217 0.3253 0.10
H 4.1726 0.8970 1.1105 0.13
C -0.3248 -0.0512 0.1726 -0.37
H -2.8478 -0.7807 -1.3473 0.10
H -3.9021 -2.0341 -3.0954 0.07
C 4.1500 3.0585 1.1005 -0.12
H -3.0201 -0.6419 0.4803 0.17
H 4.8380 0.0899 -0.9635 0.15
H -2.6785 -3.2638 0.4070 0.09
C 3.6787 1.7109 0.4207 -0.45
H 1.7888 0.7875 -0.6399 0.14
H 4.0004 1.9059 -1.9160 0.13
H 0.9598 -0.6641 1.7390 0.12
N 0.5087 0.0803 1.2837 0.07
H -1.7946 -2.0818 -3.6681 0.10
C -2.5078 -1.2805 -0.4273 -0.27
O 0.6823 3.6465 1.1398 0.10
C -1.0950 -1.4752 -0.0492 -0.30
C 0.3834 2.5166 1.5284 -0.46
C 2.0889 1.5657 0.1930 -0.14
H -0.9221 -3.1734 1.2338 0.08
O -0.7922 2.2678 2.2106 0.05
H -1.4756 -2.0367 2.0831 0.06
H 3.7965 3.3603 2.1118 0.07
C -2.9501 -2.6540 -3.5062 -0.49
C 1.2080 1.3324 1.3439 -0.31
C -3.1633 -2.6949 -0.5309 -0.43
H 1.7179 2.4793 -0.4339 0.15
H 5.4339 2.1986 -0.7520 0.09
H -0.6294 -2.1994 -0.7673 0.13
H 5.3127 3.1135 1.2708 0.09
H -1.0081 1.2004 2.2177 0.18
N -0.9436 -2.1546 1.2722 0.02
H 1.7747 1.0208 2.2485 0.18
O -0.4709 0.9244 -0.5468 0.09
H -4.3022 -2.6125 -0.7031 0.09
```



2 unconnected molecules or ions with the total composition C11H22N2O6, computed with the ωB97M-V functional and the def2-TZVPD basis.

Output
* total energy: -27027.4943 eV
* HOMO: -9.496 eV
* total charge: 0
* F_max: 0.133 Eh/bohr
* SMILES: CC[C@H](C)[C@H](N)C(=O)O.N[C@@H](CCC(=O)O)C(=O)O
* 2S+1: 1
* Kohn-Sham gap: 9.913 eV
* energy above the lowest of the compared OMol25 structures with the same formula, charge and spin: 87.4 kcal per mole

```
41
Properties=species:S:1:pos:R:3:lowdin_charge:R:1
C -0.1605 1.4544 0.6802 -0.13
H -1.1151 -2.9002 2.5381 0.06
N 1.1861 4.0121 -0.6980 0.06
C -1.6390 -2.7155 -0.0180 -0.11
H 0.2385 -3.6836 0.2556 0.09
H -1.7757 0.3075 -0.3642 0.02
H -0.6028 2.3347 1.0593 0.10
C 1.6278 2.6475 -0.9347 -0.29
H -3.5654 0.2021 2.7118 0.17
H 0.2453 4.0702 -1.1219 0.09
H 1.6572 -3.9881 -1.3397 0.11
C 1.1140 1.9614 -2.2515 -0.43
H 2.7639 2.7401 -1.0109 0.17
H 1.3600 0.3008 -3.2076 0.17
H 2.3279 1.2651 2.0238 0.04
H 1.7427 0.6757 -0.0768 0.17
C 0.5885 -2.4353 -1.2983 -0.46
C 1.3162 1.7228 0.2733 -0.29
H -0.8178 -0.9170 0.6732 0.06
H 1.8219 2.8390 2.0181 0.04
H -0.5524 -4.1676 -1.2124 0.14
O 0.4427 2.4321 -3.1508 0.09
H 1.7485 4.6290 -1.3133 0.09
C -2.8236 -1.0022 1.4613 -0.45
C -0.3450 -3.3419 -0.5361 -0.09
H -2.1440 -2.3068 -0.8451 0.11
C 2.2093 2.0960 1.4768 -0.04
O -2.6810 -0.2834 2.6033 0.08
O -3.8461 -1.0418 0.8155 0.11
H -0.0983 0.8339 1.4892 0.06
C -0.9359 0.7738 -0.4882 -0.05
O 1.6712 -3.1116 -1.7560 0.12
H -2.2882 -3.4451 0.3636 0.11
H 3.1625 2.3498 1.1514 0.06
N -0.6122 -2.2056 2.0867 0.09
H -1.1785 1.5199 -1.1345 0.07
H -0.2560 0.1909 -0.8597 -0.02
O 1.5713 0.6436 -2.2664 0.01
C -1.4470 -1.6359 1.0430 -0.30
H -0.3067 -1.5270 2.7575 0.08
O 0.3956 -1.2940 -1.5977 0.10
```



2 unconnected molecules or ions with the total composition C11H22N3, computed with the ωB97M-V functional and the def2-TZVPD basis.

Output
* total energy: -16223.9762 eV
* HOMO: -13.735 eV
* total charge: +1
* F_max: 0.072 Eh/bohr
* 2S+1: 1
* Kohn-Sham gap: 8.000 eV
* energy above the lowest of the compared OMol25 structures with the same formula, charge and spin: 54.2 kcal per mole

```
36
Properties=species:S:1:pos:R:3:lowdin_charge:R:1
C 2.5924 1.2849 -0.3433 -0.17
H 4.7124 0.8384 -0.0024 0.15
N -4.3400 -0.4717 -0.5369 0.11
H -0.6302 -2.8499 1.5142 0.08
H 0.6076 -3.1809 -1.3497 0.12
H 0.6697 -0.7519 -1.3406 0.07
H 1.7764 -0.8683 0.9758 0.08
H -2.4690 1.0695 1.5424 0.15
H -4.8360 -0.4504 1.3795 0.10
H -0.2335 -4.4238 0.5142 0.09
H -1.4302 -3.2104 0.0071 0.05
H 3.5651 -0.2637 0.8300 0.05
C -0.2266 3.0311 -0.6292 -0.04
H 1.5645 -2.8429 0.1901 0.10
H 3.5973 1.4633 1.3941 0.10
N -2.4240 0.7492 -0.3370 0.03
H -0.1628 1.0584 -1.4512 0.13
H 1.2268 1.5961 1.3573 0.14
H 0.0909 -0.5120 1.6441 0.14
C 0.0568 1.5831 -0.4866 0.03
C 0.8056 -0.4504 0.7560 -0.12
C -0.4894 -3.3375 0.5174 -0.09
C -4.1387 -0.1763 0.7091 -0.15
H -0.5503 3.3789 0.3087 0.08
C 0.2931 -1.2117 -0.4916 -0.25
H 2.5680 0.7856 -1.3240 0.12
H -0.7938 -1.0699 -0.5814 0.09
H 0.7051 3.6507 -0.9184 0.15
H -0.9460 3.2447 -1.4648 0.11
H 2.6651 2.4241 -0.4050 0.13
H -2.9684 0.0773 -2.2637 0.14
C 0.6385 -2.6713 -0.3684 -0.23
C 1.1274 1.0912 0.3974 -0.25
C 3.6574 0.7540 0.5495 -0.10
C -3.2746 0.1259 -1.1716 -0.17
N -3.0063 0.5366 0.8789 0.05
```



A molecular structure, C11H22N3OTi, computed with the ωB97M-V functional and the def2-TZVPD basis.

Output
* total energy: -41387.8263 eV
* HOMO: -12.450 eV
* total charge: +1
* F_max: 0.047 Eh/bohr
* 2S+1: 1
* Kohn-Sham gap: 8.178 eV
* energy above the lowest of the compared OMol25 structures with the same formula, charge and spin: 0.0 kcal per mole

```
38
Properties=species:S:1:pos:R:3:lowdin_charge:R:1
Ti 0.6899 0.3610 0.2941 0.85
O 0.1032 -6.1467 1.7512 0.09
H -2.4554 -2.9709 1.3167 0.09
N 0.8401 -1.5933 0.8174 -0.09
H 2.0254 -0.5977 -1.9973 0.01
C 0.3676 -3.7997 1.6171 -0.10
H -0.0503 0.1583 -1.1645 0.02
H -2.2331 -4.0115 4.2024 0.10
H 2.4392 -0.5476 1.6940 0.11
H 1.8280 -4.6686 2.9624 0.15
H -2.2602 -6.7741 2.5800 0.13
C 1.5340 -3.7736 2.3922 0.06
C 1.9623 0.3235 -1.3979 -0.26
H -1.9731 1.2280 0.6440 0.08
H -1.0745 -2.8905 3.4249 0.07
H -0.7465 -2.7558 0.0744 0.14
C 1.9097 -1.5148 1.6524 -0.13
H 0.4494 0.7324 1.8797 -0.07
H -3.6223 -4.0485 2.1139 0.12
H -2.6289 -6.5909 -0.4508 0.08
H -3.0022 -7.9967 0.5636 0.08
H 1.6897 1.1951 -2.0169 0.00
H -3.6349 -5.9681 1.7677 0.11
H -1.3189 -7.4452 0.4267 0.07
N -1.4851 0.3296 0.6899 -0.06
H 2.9547 0.4753 -0.9254 0.01
C -2.5667 -3.7525 2.0820 -0.20
C -0.4708 -5.0647 1.6716 -0.39
C -2.5799 -6.2319 1.6749 -0.21
H -1.6917 -0.0737 1.6171 0.06
C -2.3593 -7.1178 0.4695 -0.07
N -1.8517 -4.9512 1.5924 -0.05
C 0.0889 -2.7252 0.7758 -0.02
C 2.2878 -2.6038 2.4214 0.00
H -1.9248 -0.3005 -0.0002 0.06
H 3.1770 -2.5270 3.0492 0.13
H -2.7598 -2.3858 3.7030 0.08
C -2.1183 -3.2332 3.4362 -0.06
```